Entry 1:
ORCA calculation (ωB97M-V/def2-TZVPD) on a gas-phase ion, C3H5N4O (charge +1) at a distorted geometry.

The geometry in XYZ format:
```
13
Properties=species:S:1:pos:R:3:forces:R:3:lowdin_charge:R:1
N -0.068535 -0.755716 -1.375792 -1.8 0.6 1.0 0.19
N -2.454651 0.175938 -0.201761 0.6 0.0 0.1 0.34
H -3.234143 -0.059483 -0.787875 -0.1 0.0 -0.1 0.15
N 1.097042 -0.600718 -0.938352 0.3 -0.2 -0.4 -0.34
H 1.896695 0.818828 0.374954 -0.2 -0.2 -0.2 0.16
H -0.189012 -1.157988 -2.301290 0.5 -0.1 -0.1 0.15
N -0.539213 1.144533 1.862260 -0.5 0.1 0.0 0.26
C 1.157303 0.008209 0.401167 0.4 0.4 1.0 0.01
O 2.121141 -0.892911 -1.493904 0.6 -0.1 -0.1 0.14
C -0.200918 0.491287 0.851367 1.1 0.1 0.4 -0.30
H 1.549531 -0.738314 1.103032 -0.1 0.0 -0.3 0.17
H 0.163512 1.435540 2.535007 0.4 -0.1 -0.1 0.11
C -1.298752 0.130795 -0.028813 -1.1 -0.5 -1.1 -0.04
```
Positions in Å, forces in eV/Å.

## Properties
E_HOMO, eV: -15.640
Energy, eV: -11188.24717
LUMO, eV: -5.403
Energy above the lowest of the compared OMol25 structures with the same formula, charge and spin, eV: 3.878
Orbital gap, eV: 10.238
Structure (SMILES): [H]/N=[N+](\[O-])C/C(C#[NH+])=N\[H]
Charge: +1

***

Entry 2:
ORCA calculation (ωB97M-V/def2-TZVPD) on 6 unconnected molecules or ions with the total composition C47H101F3N4O5 at a distorted geometry.

The geometry in XYZ format:
```
160
Properties=species:S:1:pos:R:3:forces:R:3:lowdin_charge:R:1
C -6.029690 -0.161330 -5.479130 2.9 0.5 -1.7 -0.29
O -7.712600 -1.210950 -3.137170 -0.6 0.9 -3.4 -0.29
H -8.237970 -4.913050 -8.440700 0.0 0.2 0.1 0.04
H -19.818250 -4.642040 -7.110980 -0.1 0.6 -0.1 0.09
H -11.895640 -3.954800 -10.612680 -0.1 -0.6 0.1 0.12
H -16.143380 0.305120 -6.095950 0.3 0.2 0.0 0.13
H -12.440440 -7.188570 -12.842680 -0.1 0.1 0.6 0.12
F -10.235500 -1.393810 -4.812840 0.1 0.1 -0.4 0.11
H -11.414570 -3.106210 -11.995210 -0.6 0.3 -0.5 0.14
O -6.429540 -1.410460 -5.104580 -2.6 -1.1 -0.1 -0.11
H -12.123230 -4.478050 -14.309350 -0.1 -0.3 0.3 0.12
H -14.482250 -2.677270 -6.087690 0.4 -1.1 0.4 0.11
H -9.811630 -5.406040 -6.432980 -0.3 -0.5 -0.5 0.03
H -7.634010 -9.490980 -5.780610 0.2 0.4 -0.5 0.13
H -18.290250 -3.842590 -7.759030 -0.4 0.2 -0.1 0.08
H -12.666390 -1.447360 -5.862440 -0.5 -0.3 0.0 0.13
C -9.011520 -11.332150 -8.042970 1.4 -1.0 0.3 -0.17
H -4.270070 0.233820 -6.834590 -0.2 0.3 0.0 0.06
H -9.440410 -4.515460 -10.285940 0.2 -0.4 0.0 0.08
C -9.110720 -8.152300 -3.456470 -0.4 -1.4 -1.5 -0.05
H -18.922070 0.285540 -1.211150 -0.6 -0.5 0.1 0.08
H -6.187170 -8.134720 -8.002370 0.0 -0.2 -0.2 0.11
C -18.687290 -0.236030 -2.139020 1.2 0.4 1.0 -0.08
H -14.892780 0.719420 -3.824510 -0.1 0.2 -0.2 0.14
C -11.764380 -4.091200 -11.686120 1.8 0.0 -0.3 -0.11
C -14.020610 0.674140 -6.715520 0.4 3.3 -2.9 -0.18
H -7.076370 -10.397220 -7.832500 -0.2 0.4 0.7 0.14
C -18.192870 -6.651820 -7.619070 -0.5 0.1 0.6 -0.19
H -11.874970 0.745430 -6.277090 -0.1 -0.1 0.3 0.13
C -7.182110 -4.788180 -8.200570 1.4 -0.8 0.3 -0.07
H -16.333500 -4.779830 -4.207710 -0.4 0.3 0.4 0.06
H -10.073360 -8.542060 -3.125550 0.2 -0.3 0.2 0.07
H -13.661300 -0.419720 -11.305030 0.1 0.9 -0.3 0.05
H -19.420230 0.081970 -2.880490 0.6 0.2 -0.4 0.08
H -12.902910 1.387950 -4.935150 0.1 0.3 -0.4 0.12
N -8.823010 -9.042950 -7.598480 0.6 1.2 1.6 -0.15
H -10.426470 -3.836600 -6.311650 -0.2 0.2 0.3 0.05
H -15.314660 -9.669220 -6.701650 0.8 0.9 0.6 0.14
H -15.172360 -2.933090 -2.934000 0.0 1.1 -0.5 0.11
H -10.773110 -6.030300 -11.677290 -0.9 -0.2 0.1 0.10
H -11.030570 -8.823030 -7.311430 0.4 0.2 0.0 0.11
H -15.192200 -5.114270 -2.901420 0.0 0.0 -0.1 0.08
H -12.613820 -0.863470 -4.223710 -0.5 -0.2 0.1 0.13
C -16.660100 -8.222790 -10.230980 0.3 0.2 0.3 -0.04
C -10.344330 -9.269420 -8.031090 2.3 0.0 0.8 -0.04
C -6.841220 -7.293200 -7.773970 -0.5 -0.9 -0.3 -0.18
H -14.771920 -5.534920 -11.492600 -0.1 0.0 -0.7 0.11
C -15.049230 -6.759500 -7.017590 0.1 -1.0 -1.0 0.04
H -17.714230 -8.786690 -7.826370 -0.3 0.2 0.0 0.13
C -9.058340 -1.096020 -5.395340 4.3 1.2 1.6 -0.55
H -11.048170 -11.248310 -7.336620 0.3 0.3 0.6 0.12
H -13.146280 -6.552080 -14.801360 -0.4 0.2 -0.6 0.13
C -15.072520 -9.268410 -7.685940 -3.7 -0.4 -0.5 -0.14
H -16.748220 -9.281820 -9.988480 0.6 -0.1 -0.1 0.08
H -14.451590 -0.677730 -2.968400 -0.3 -0.6 -0.1 0.14
H -7.951200 -2.582030 -4.423290 0.4 -1.0 -1.2 0.10
H -9.027380 -7.002440 -7.612880 0.1 0.4 -0.3 0.09
H -8.959710 -7.238250 -2.882180 0.2 0.2 -0.8 0.09
C -14.393590 -2.903830 -10.472490 1.1 -0.2 -0.4 -0.16
H -16.089760 -2.563480 -5.533430 -0.3 0.7 0.3 0.12
N -15.802990 -7.857740 -7.878750 0.7 2.4 0.9 -0.19
N -14.654740 -0.938860 -5.087410 0.0 -0.1 0.0 -0.16
H -5.646500 0.472370 -4.679320 -0.9 0.2 0.4 0.12
H -16.409130 -8.119690 -11.286670 -0.1 0.0 0.0 0.08
H -6.695750 -6.207640 -9.640520 0.2 -0.6 -0.3 0.09
C -11.848600 -5.003360 -7.434440 -0.2 1.8 2.2 -0.75
H -18.649660 -3.830620 -5.979480 -0.4 0.3 -0.3 0.09
H -13.237180 -5.792770 -10.753990 0.2 -0.5 0.1 0.12
H -4.012590 -0.873160 -5.525030 0.0 -0.6 -0.3 0.07
C -10.754540 -4.875980 -6.298650 -0.1 0.9 -0.5 0.00
O -12.812440 -4.163930 -7.448920 0.8 -0.6 0.2 -0.11
C -8.064490 -10.182630 -8.239530 0.1 0.3 0.5 -0.11
H -16.581290 -0.095370 -1.421150 -0.3 -0.7 0.2 0.12
H -8.733110 -5.643720 -11.574540 0.5 0.1 0.8 0.09
H -15.299620 -1.641860 -9.109120 0.3 0.1 0.3 0.07
H -16.817730 -1.588510 -3.297680 0.3 -0.5 -0.6 0.10
H -15.733220 -6.369270 -9.600700 -0.4 0.1 1.0 0.11
H -14.874070 -5.465600 -4.600650 0.9 0.5 0.0 0.04
H -14.591690 -7.653090 -9.558680 -0.2 -0.2 -0.3 0.10
C -16.622630 -0.540090 -3.523210 0.6 -2.2 -0.1 -0.23
H -8.313840 -8.862390 -3.235470 -0.1 0.0 0.5 0.07
H -5.316260 -6.031110 -8.601730 -0.1 0.4 0.3 0.12
H -10.806840 -11.170860 -8.970920 -0.4 0.6 -0.4 0.12
C -13.954440 -3.168110 -11.955530 -2.5 -1.1 -0.2 -0.11
F -8.956750 -1.725420 -6.554980 -0.9 -1.1 -1.4 0.11
C -17.184000 0.089450 -2.310350 -0.2 2.1 -0.3 -0.27
C -9.158480 -8.061590 -5.026670 1.2 1.8 -2.3 -0.20
C -13.729790 -9.504730 -8.286930 0.5 1.5 0.5 -0.06
H -15.429120 -5.739640 -7.078220 -0.7 -0.3 -0.5 0.10
H -19.205360 -7.028390 -7.473570 -0.2 -0.4 -0.1 0.13
O -18.047660 -5.588100 -6.656260 0.9 -0.6 -0.9 -0.23
H -15.795040 -9.890190 -8.214590 0.0 -0.2 -0.4 0.10
H -13.180920 -10.285250 -7.760040 -0.4 -0.3 -0.3 0.09
F -9.029730 0.217740 -5.727670 -1.1 0.4 0.2 0.09
C -13.745080 -6.010450 -14.069130 1.3 -1.0 -0.8 -0.15
H -14.203380 -7.517150 -12.580570 0.3 -0.5 -0.4 0.11
H -14.286530 1.677760 -7.047360 -0.7 0.8 1.3 0.12
H -8.955550 -11.773230 -7.047780 1.1 -0.4 -0.3 0.12
C -12.827690 0.671070 -5.752780 -2.0 -1.2 0.3 -0.09
H -14.264670 0.688620 -10.037990 -0.1 -0.3 0.1 0.08
H -6.762700 -3.919260 -8.707690 -0.2 -0.1 -0.2 0.08
H -13.581040 -3.135530 -9.783890 0.2 0.2 0.2 0.09
H -13.696420 -3.218960 -3.888280 0.2 -0.3 0.7 0.11
H -5.077560 -1.333050 -6.973920 0.5 -0.3 0.1 0.06
H -7.793420 -9.905260 -9.258200 -0.8 0.0 -0.3 0.14
H -8.492390 -7.635190 -9.182070 0.0 -0.2 0.0 0.13
H -17.680500 -7.878420 -10.062790 0.1 0.4 -0.2 0.07
C -10.568490 -5.016810 -12.022340 -3.5 -1.9 -0.3 -0.26
H -13.150100 -8.605060 -8.080400 0.4 0.1 -0.4 0.06
H -12.979470 -0.597290 -9.773200 -0.2 0.3 0.6 0.08
C -8.658010 -9.194110 -6.007300 -0.9 -0.8 1.3 -0.07
H -13.784060 -3.867000 -14.352610 0.2 0.2 0.3 0.12
H -14.791990 -6.104710 -14.357560 0.1 0.6 0.1 0.13
C -8.314270 -7.662260 -8.107060 -0.2 -0.3 1.5 -0.09
H -17.275160 -0.341180 -4.373350 0.3 0.4 -0.3 0.12
C -15.284970 -4.724460 -3.915100 -0.4 0.4 -0.5 -0.07
C -10.368640 -10.783640 -8.051060 -3.1 -0.3 -2.0 -0.21
O -11.685410 -5.916920 -8.231420 0.1 -2.1 -1.9 -0.08
H -8.824270 -12.045480 -8.845590 -0.2 -0.4 0.4 0.14
C -6.404090 -6.099640 -8.595830 -1.1 1.3 -0.4 -0.23
C -7.710390 -1.522890 -4.514570 -1.7 -1.1 5.7 -0.46
C -13.108380 -0.717630 -5.184040 0.9 -0.8 0.3 -0.10
C -13.130980 -4.625510 -13.921040 -0.8 0.5 1.8 0.00
H -8.487360 -7.276560 -5.375120 0.1 0.7 0.6 0.08
N -13.111660 -4.388940 -12.284680 0.5 0.3 -0.8 -0.17
H -6.707170 0.328280 -6.178700 -0.2 0.3 0.3 0.11
H -13.823440 -9.649180 -9.363250 0.4 -0.3 0.2 0.10
H -10.085000 -7.723990 -5.491100 -0.6 0.0 0.7 0.08
H -13.646680 -2.312300 -12.556330 0.4 -0.1 0.3 0.13
H -15.148070 -3.642710 -10.202480 -0.2 -0.1 -0.2 0.10
H -7.039470 -4.584280 -7.139360 -0.3 0.0 0.1 0.08
H -14.065050 -6.725630 -7.484860 0.3 0.1 0.6 0.07
C -15.115950 -0.345890 -3.766270 -0.8 1.0 -0.8 -0.10
C -14.786140 -3.233840 -3.907910 1.1 -1.7 -1.1 -0.18
C -15.200550 -0.165910 -6.373970 0.7 -1.4 2.1 -0.04
C -4.746470 -0.568470 -6.271140 -0.4 1.1 0.0 -0.08
H -15.382990 -0.953250 -7.105340 -0.1 0.1 0.1 0.10
H -10.456100 -5.185220 -13.093370 0.1 0.6 -0.2 0.12
C -13.722420 -5.713300 -11.726780 1.9 1.5 0.6 -0.09
C -9.322920 -4.756980 -11.342330 2.2 1.3 -0.2 -0.11
C -17.294970 -7.888500 -7.372960 1.2 0.2 -0.1 -0.05
H -10.396820 -8.734140 -8.979150 -0.3 -0.3 0.0 0.13
H -15.085300 -7.037830 -5.964340 0.3 -0.4 -0.3 0.09
C -15.642490 -7.431230 -9.372430 -0.7 -1.6 0.4 -0.14
H -18.187660 -6.355400 -8.667980 0.4 0.5 0.0 0.11
H -16.962380 1.148240 -2.444360 -0.7 0.6 0.2 0.11
C -13.443410 -6.764830 -12.791690 -1.3 0.5 1.1 -0.15
H -9.256030 -10.037720 -5.662620 -0.1 -0.5 -0.9 0.12
H -14.872020 -3.565740 -12.389170 -0.5 0.9 -0.5 0.12
H -17.213670 -8.047710 -6.297720 0.0 -0.1 0.0 0.14
H -18.754800 -1.318770 -2.033130 -0.3 0.0 0.3 0.07
C -14.954940 -1.512260 -10.135040 0.2 0.8 1.0 -0.22
H -8.782340 -3.947100 -11.832190 0.1 0.3 0.3 0.10
C -13.920310 -0.323460 -10.250630 -0.4 -2.2 -1.2 -0.07
H -15.908750 -1.275000 -10.606250 0.2 0.0 -0.7 0.11
H -6.662660 -7.092590 -6.717580 -0.4 0.1 0.1 0.12
C -18.784490 -4.348000 -6.929340 1.0 -2.0 0.5 -0.03
C -15.061210 -2.432880 -5.197090 0.0 0.7 0.2 -0.11
H -11.069390 -5.114910 -5.282830 -0.5 0.1 -0.1 0.07
H -13.733460 0.550340 -7.759700 0.7 -1.7 0.1 0.08
```
Positions in Å, forces in eV/Å.

## Properties
E_HOMO, eV: -7.525
Energy, eV: -74703.65269
LUMO, eV: -4.346
Orbital gap, eV: 3.179
Charge: +2

***

Entry 3:
ORCA calculation (ωB97M-V/def2-TZVPD) on a molecular structure, C35H28AsNO4SW at a distorted geometry.

The geometry in XYZ format:
```
71
Properties=species:S:1:pos:R:3:forces:R:3:lowdin_charge:R:1
C 2.993552 -0.900844 1.037511 0.1 -0.1 -0.3 -0.53
C -1.929048 -6.451444 -0.294289 -0.1 0.0 0.0 -0.04
C 2.998552 4.697656 -2.406589 -0.1 0.0 0.1 -0.05
C 0.935252 3.133456 -3.431189 -0.3 -0.2 0.2 -0.10
H 3.497852 5.073756 -4.453389 0.1 0.1 -0.1 0.12
H 1.966952 -1.005444 5.506711 0.1 0.0 0.2 0.14
C 0.284052 -0.943144 4.189311 0.4 -0.1 0.2 0.02
C 2.830852 4.562956 -3.777389 -0.1 -0.1 0.0 -0.04
H 5.036252 -0.888844 0.450911 0.1 0.0 -0.1 0.12
H 0.938252 0.322056 -2.722789 -0.3 -0.3 0.4 0.10
H -3.600648 5.517256 2.534911 -0.1 0.1 0.0 0.12
C -0.257748 -4.243744 -0.538689 0.0 0.2 0.0 -0.21
C -0.993448 0.830156 -1.779789 1.0 0.0 0.0 -0.40
C 1.624952 -0.976644 4.484911 -0.3 0.0 -0.5 0.06
H 1.470052 -3.483844 -0.933489 -0.2 0.5 0.2 0.10
C -1.617948 -4.054044 -0.254389 0.3 0.3 -0.1 -0.07
N 0.704052 -0.901544 1.817411 0.4 -0.3 1.6 -0.06
H -0.161548 -7.617144 -0.643789 0.0 -0.1 -0.1 0.12
C 2.140152 4.048156 -1.531389 -0.1 -0.1 0.3 -0.08
H -0.454348 -0.942644 4.974711 -0.1 0.0 0.1 0.13
H -2.165448 -0.414144 3.388211 0.0 0.0 0.0 0.11
C -1.337948 3.493056 0.190111 0.4 -0.4 -0.5 -0.29
H 1.681852 3.674656 -5.356989 0.0 0.0 -0.1 0.12
H -3.487648 -5.023044 0.073611 -0.1 0.0 0.0 0.13
W 0.081652 -0.579044 -0.120789 2.4 1.4 -0.2 1.52
O -3.340948 -2.526844 0.359011 0.9 0.1 -0.4 0.15
C -1.365348 4.881456 0.076311 0.2 -0.2 -0.3 -0.07
C -1.928448 -1.467744 -3.019489 0.5 0.1 -0.2 -0.04
C -2.967248 4.949056 1.872711 0.1 -0.1 0.0 -0.04
C 0.254652 -5.523844 -0.677389 0.0 0.0 0.0 0.00
S 2.405152 -0.846644 -0.635489 -0.9 0.0 0.3 0.74
O -1.388748 -1.686244 -0.243789 0.4 0.8 0.4 -0.25
C 2.559452 -0.961244 3.428911 -0.2 0.0 -0.3 -0.13
H 4.303752 -0.992344 4.671511 0.1 0.0 0.1 0.13
C -0.576748 -6.625044 -0.551389 0.0 0.2 0.0 -0.03
H -1.877048 -0.404644 1.628011 0.0 -0.3 0.6 0.05
C 3.951152 -0.967544 3.651611 0.2 0.0 -0.1 0.00
C -2.837548 -0.545244 -2.478789 0.3 0.5 0.2 -0.03
H -3.065348 1.336156 -1.455589 0.0 -0.1 0.0 0.12
C -2.106448 2.836456 1.147311 0.1 -0.4 -0.1 -0.11
H -2.042648 1.750456 1.230111 -0.1 0.3 0.1 0.08
H 0.105952 -1.888744 -3.538989 0.0 0.0 0.1 0.13
C 4.828452 -0.940844 2.597811 -0.1 0.0 0.4 -0.04
H 2.260252 4.134956 -0.454089 0.1 0.1 -0.2 0.12
H -2.312448 -2.366044 -3.477089 0.0 -0.1 -0.1 0.13
H -3.897548 -0.727344 -2.552689 -0.1 0.0 0.0 0.13
H 0.114652 2.537756 -3.819889 0.1 0.0 -0.1 0.11
C -1.625248 -0.907844 2.581411 0.0 0.3 -0.1 0.00
C 1.114252 3.266956 -2.055889 -0.6 -0.4 0.5 -0.30
C -2.921448 3.566056 1.992611 0.0 0.0 -0.1 -0.05
O 0.594152 -3.145944 -0.667889 -0.2 -0.7 0.0 -0.09
H 1.307352 -5.660244 -0.885189 0.1 0.0 0.0 0.13
C -2.376048 0.601256 -1.861989 -0.6 -0.1 -0.2 -0.07
C -2.441448 -5.178644 -0.143089 0.1 0.0 0.0 0.02
H -0.741348 5.381356 -0.659089 -0.1 0.0 0.1 0.11
H -2.001748 -1.934844 2.529311 0.0 0.1 -0.1 0.11
C -0.043148 -0.054544 -2.399589 -0.2 0.4 -0.8 -0.29
C -0.568948 -1.222544 -3.016489 -0.5 0.1 -0.5 -0.06
C -2.196648 5.603056 0.922511 0.1 0.0 -0.1 -0.04
O 0.586952 1.340756 0.318511 -0.9 -1.4 -0.2 -0.56
H -2.238848 6.679256 0.841511 0.0 0.0 0.0 0.12
C -0.153248 -0.909644 2.865811 -0.1 0.1 -0.7 -0.25
C 1.807052 3.780156 -4.290689 0.0 0.0 0.0 -0.05
As -0.159748 2.345056 -0.875789 -0.4 1.4 -0.3 1.35
H -3.513648 3.063656 2.742711 -0.1 0.0 0.0 0.12
H 3.798052 5.311756 -2.020489 0.0 0.0 0.1 0.12
H 5.892152 -0.948544 2.770211 0.1 0.0 0.1 0.12
C 2.062952 -0.927544 2.097811 0.6 -0.1 0.1 -0.20
C 4.352052 -0.907944 1.284411 -0.7 0.0 0.0 -0.07
H -2.578048 -7.307544 -0.205889 -0.1 -0.1 0.0 0.12
C -2.210848 -2.717044 -0.026789 -1.6 -1.4 0.5 -0.49
```
Positions in Å, forces in eV/Å.

## Properties
E_HOMO (spin up / spin down), eV: -13.350 / -13.296
Energy, eV: -119915.91925
LUMO (spin up / spin down), eV: -7.035 / -7.007
Energy above the lowest of the compared OMol25 structures with the same formula, charge and spin, eV: 0.000
Orbital gap (spin up / spin down), eV: 6.315 / 6.288
Charge: +2

***

- charge of number 2 (C47H101F3N4O5)?
  +2